Record 1
{
  "formula": "C5H13NO",
  "method": "wB97M-V/def2-TZVPD",
  "species": ["C", "C", "C", "C", "C", "N", "O", "H", "H", "H", "H", "H", "H", "H", "H", "H", "H", "H", "H", "H"],
  "coordinates": [[0.180, 0.874, 0.279], [-0.653, -0.243, 0.372], [0.854, 0.503, 2.243], [-1.459, -0.101, -1.542], [-1.181, -1.442, -2.172], [2.272, 0.436, 2.244], [1.317, 0.776, -0.482], [1.304, 1.450, -1.169], [-0.281, 1.862, 0.297], [2.666, 1.179, 1.674], [2.619, -0.457, 1.913], [-1.544, -0.137, 0.975], [-0.166, -1.211, 0.366], [0.450, -0.343, 2.795], [0.485, 1.439, 2.657], [-1.080, 0.722, -2.149], [-2.505, 0.093, -1.307], [-0.103, -1.623, -2.225], [-1.560, -1.531, -3.199], [-1.615, -2.245, -1.570]],
  "lowdin_charge": [-0.37, -0.07, -0.16, -0.15, -0.19, -0.04, -0.02, 0.10, 0.13, 0.07, 0.07, 0.09, 0.10, 0.08, 0.06, 0.06, 0.05, 0.06, 0.06, 0.06],
  "total_energy_ev": -8929.2774,
  "total_charge": 0,
  "relative_energy_kj_mol": 456.71
}

Record 2
{
  "formula": "C32H40N2O2PdS",
  "method": "wB97M-V/def2-TZVPD",
  "species": ["Pd", "C", "C", "C", "C", "C", "C", "C", "C", "C", "C", "C", "C", "C", "C", "C", "C", "C", "H", "H", "H", "H", "H", "H", "H", "H", "H", "H", "H", "H", "H", "H", "H", "H", "H", "H", "H", "H", "H", "H", "H", "H", "H", "H", "H", "H", "H", "O", "S", "O", "N", "C", "C", "C", "C", "C", "C", "C", "C", "N", "C", "C", "C", "C", "C", "C", "C", "H", "H", "H", "H", "H", "H", "H", "H", "H", "H", "H"],
  "coordinates": [[-0.066, -0.446, 0.126], [1.805, -0.575, 1.549], [2.806, -0.003, 0.685], [2.670, 1.430, 0.714], [1.639, 1.652, 1.620], [1.064, 0.512, 2.168], [0.030, 0.385, 3.327], [-0.669, -0.996, 3.450], [-1.160, 1.434, 2.985], [0.606, 0.811, 4.696], [3.160, 2.553, -0.184], [4.688, 2.611, -0.435], [2.487, 2.388, -1.587], [2.891, 3.971, 0.355], [3.839, -0.906, -0.042], [5.275, -0.673, 0.536], [3.976, -0.702, -1.572], [3.519, -2.372, 0.200], [1.835, -1.619, 1.861], [1.167, 2.619, 1.770], [-0.913, -1.386, 2.417], [-1.601, -0.763, 4.041], [-0.128, -1.693, 4.055], [-1.540, 0.927, 2.047], [-0.690, 2.324, 2.636], [-1.906, 1.666, 3.700], [1.429, 0.302, 5.127], [-0.207, 0.895, 5.389], [1.013, 1.926, 4.601], [5.080, 1.821, -1.074], [5.297, 2.581, 0.495], [4.964, 3.530, -1.003], [1.364, 2.206, -1.610], [2.851, 1.451, -2.049], [2.912, 3.195, -2.181], [3.466, 4.159, 1.282], [1.874, 4.202, 0.509], [3.434, 4.624, -0.355], [5.659, 0.363, 0.574], [5.961, -1.173, -0.187], [5.404, -1.142, 1.474], [4.365, 0.316, -1.915], [2.904, -0.827, -1.897], [4.592, -1.493, -1.939], [3.476, -2.426, 1.321], [4.230, -3.016, -0.267], [2.478, -2.535, -0.157], [-4.683, 2.431, 0.021], [-4.900, 1.025, -0.201], [-6.307, 0.637, 0.004], [-3.919, 0.144, 0.530], [-3.625, -1.163, 0.390], [-4.277, -2.142, 1.171], [-3.986, -3.466, 0.949], [-3.162, -3.843, -0.104], [-2.447, -2.902, -0.849], [-1.437, -3.279, -1.805], [-0.555, -2.402, -2.160], [-0.719, -1.001, -1.788], [-1.764, -0.550, -1.053], [-2.579, -1.553, -0.510], [-4.687, 0.718, -1.929], [-3.693, 1.375, -2.592], [-3.575, 1.154, -3.989], [-4.342, 0.189, -4.577], [-5.208, -0.577, -3.833], [-5.396, -0.332, -2.482], [-4.974, -1.835, 1.997], [-4.483, -4.218, 1.540], [-2.931, -4.947, -0.242], [-1.380, -4.371, -2.169], [0.213, -2.588, -2.886], [-0.174, -0.238, -2.325], [-3.120, 2.070, -2.034], [-3.024, 1.805, -4.568], [-4.263, -0.080, -5.643], [-5.839, -1.341, -4.293], [-6.095, -0.828, -1.825]],
  "lowdin_charge": [0.63, -0.15, -0.16, -0.18, -0.10, -0.27, -0.51, -0.07, -0.04, -0.08, -0.52, -0.09, -0.04, -0.08, -0.54, -0.06, -0.07, -0.09, 0.08, 0.09, 0.07, 0.09, 0.05, 0.08, 0.04, 0.06, 0.04, 0.05, 0.11, 0.04, 0.09, 0.07, 0.10, 0.04, 0.06, 0.09, 0.06, 0.07, 0.06, 0.07, 0.05, 0.07, 0.09, 0.05, 0.09, 0.06, 0.09, -0.35, 0.50, -0.39, -0.13, -0.30, -0.05, -0.14, -0.09, -0.20, -0.10, -0.13, -0.30, -0.02, -0.19, -0.29, -0.05, -0.08, -0.14, -0.11, -0.06, 0.12, 0.08, 0.11, 0.13, 0.09, 0.07, 0.10, 0.07, 0.10, 0.09, 0.11],
  "total_energy_ev": -55221.0383,
  "total_charge": -2,
  "relative_energy_kj_mol": 12.82
}

Record 3
{
  "formula": "C7H13N",
  "method": "wB97M-V/def2-TZVPD",
  "species": ["C", "C", "C", "C", "C", "C", "N", "C", "H", "H", "H", "H", "H", "H", "H", "H", "H", "H", "H", "H", "H"],
  "coordinates": [[-2.058, 1.442, 0.392], [-1.014, -1.319, 0.936], [2.275, -0.177, 0.391], [-0.699, 0.970, -0.083], [-0.241, -0.284, 0.155], [1.070, -0.744, -0.309], [0.013, 1.924, -0.799], [1.173, -1.664, -1.281], [0.721, 1.513, -1.404], [-0.578, 2.583, -1.299], [-0.382, -2.161, 1.241], [-2.682, 0.643, 0.801], [-1.938, 2.207, 1.166], [-2.618, 1.881, -0.441], [-1.425, -0.896, 1.859], [-1.833, -1.720, 0.329], [2.163, -0.249, 1.478], [3.189, -0.717, 0.121], [2.427, 0.875, 0.128], [0.295, -2.080, -1.766], [2.140, -2.028, -1.616]],
  "lowdin_charge": [-0.04, -0.06, -0.06, -0.35, -0.26, -0.37, 0.09, 0.06, 0.09, 0.09, 0.08, 0.07, 0.08, 0.08, 0.07, 0.08, 0.09, 0.08, 0.07, 0.07, 0.06],
  "smiles": "C=C(C)/C(C)=C(/C)N",
  "total_energy_ev": -8959.1282,
  "total_charge": 0,
  "relative_energy_kj_mol": 77.63
}

Record 4
{
  "formula": "C4H10N2O",
  "method": "wB97M-V/def2-TZVPD",
  "species": ["C", "N", "C", "C", "C", "N", "O", "H", "H", "H", "H", "H", "H", "H", "H", "H", "H"],
  "coordinates": [[-1.228, -0.094, 1.083], [-0.610, 0.148, -0.156], [-0.921, 1.603, -0.319], [0.852, 0.102, 0.106], [1.640, -1.214, -0.262], [0.907, -1.761, -1.204], [2.757, -1.506, 0.064], [-1.011, -1.140, 1.323], [-2.360, -0.115, 0.965], [-0.912, 0.464, 1.922], [-1.187, 1.803, -1.346], [-1.577, 2.113, 0.432], [-0.118, 2.330, -0.314], [1.456, 0.931, -0.189], [1.073, 0.131, 1.187], [1.267, -2.489, -1.824], [-0.027, -1.306, -1.468]],
  "lowdin_charge": [-0.18, -0.23, -0.11, -0.13, -0.58, 0.14, 0.06, 0.09, 0.12, 0.07, 0.07, 0.10, 0.07, 0.11, 0.12, 0.12, 0.14],
  "smiles": "CN(C)CC(N)=O",
  "total_energy_ev": -9336.4059,
  "total_charge": 0,
  "relative_energy_kj_mol": 249.09
}

Record 5
{
  "formula": "C16H21CdO13",
  "method": "wB97M-V/def2-TZVPD",
  "species": ["O", "H", "H", "H", "Cd", "C", "C", "C", "O", "C", "C", "C", "O", "O", "O", "H", "H", "C", "C", "C", "O", "C", "C", "C", "O", "O", "O", "H", "H", "C", "C", "O", "H", "H", "H", "H", "H", "C", "C", "O", "H", "H", "H", "H", "H", "O", "H", "H", "O", "H", "H"],
  "coordinates": [[-16.894, 3.405, -19.073], [-17.086, 3.991, -19.808], [-17.576, 3.527, -18.408], [-15.986, 3.395, -18.761], [-17.614, 6.855, -19.925], [-20.023, 7.226, -16.910], [-19.412, 6.150, -17.622], [-19.156, 4.754, -16.798], [-18.686, 3.737, -17.378], [-19.295, 4.848, -15.382], [-19.733, 5.931, -14.779], [-20.157, 7.182, -15.599], [-20.775, 8.186, -15.092], [-19.643, 5.918, -13.501], [-19.027, 6.258, -18.771], [-20.387, 8.048, -17.509], [-18.934, 4.048, -14.753], [-14.593, 4.037, -15.974], [-14.882, 4.494, -17.296], [-15.840, 5.860, -17.477], [-16.310, 6.062, -18.596], [-16.146, 6.600, -16.288], [-16.000, 5.904, -15.119], [-15.162, 4.628, -14.910], [-15.119, 3.974, -13.803], [-16.439, 6.581, -14.137], [-14.467, 3.833, -18.271], [-13.981, 3.152, -15.869], [-16.664, 7.538, -16.427], [-19.350, 3.091, -20.764], [-18.809, 4.190, -21.716], [-17.755, 4.962, -21.184], [-18.700, 2.223, -20.876], [-20.305, 2.715, -21.130], [-19.481, 3.352, -19.714], [-19.593, 4.945, -21.783], [-18.686, 3.836, -22.740], [-15.193, 10.073, -21.433], [-15.703, 8.721, -21.988], [-15.982, 7.801, -20.967], [-14.248, 9.976, -20.898], [-15.846, 10.676, -20.802], [-14.838, 10.574, -22.334], [-15.068, 8.227, -22.723], [-16.638, 8.896, -22.520], [-19.216, 7.648, -21.519], [-19.117, 7.677, -22.471], [-20.161, 7.597, -21.378], [-17.825, 8.640, -18.941], [-17.460, 9.464, -19.264], [-18.228, 8.869, -18.103]],
  "lowdin_charge": [0.21, 0.05, 0.02, 0.06, 1.34, -0.07, -0.31, -0.26, -0.07, -0.05, -0.39, -0.39, -0.10, -0.06, -0.15, 0.10, 0.12, -0.05, -0.32, -0.30, -0.14, -0.03, -0.37, -0.39, -0.09, -0.04, -0.08, 0.09, 0.10, -0.11, -0.45, -0.41, 0.05, 0.04, 0.05, 0.05, 0.07, -0.13, -0.48, -0.41, 0.05, 0.05, 0.03, 0.07, 0.06, -0.09, 0.04, 0.04, -0.11, 0.05, 0.05],
  "total_energy_ev": -48106.4368,
  "total_charge": -3,
  "relative_energy_kj_mol": 0.00
}

Record 6
{
  "formula": "C15H18F2O9S",
  "method": "wB97M-V/def2-TZVPD",
  "species": ["C", "C", "C", "F", "C", "C", "S", "O", "O", "F", "C", "O", "O", "C", "O", "H", "H", "H", "H", "H", "H", "O", "C", "O", "C", "C", "C", "H", "H", "H", "H", "H", "H", "O", "C", "O", "C", "C", "C", "H", "H", "H", "H", "H", "H"],
  "coordinates": [[2.186, -0.912, 0.881], [1.309, -0.699, -0.355], [0.676, -1.970, -0.916], [1.086, -3.129, -0.266], [-0.830, -2.016, -0.932], [-1.820, -1.566, -0.161], [-1.746, -0.698, 1.370], [-3.045, -0.649, 1.921], [-0.635, -1.146, 2.114], [-1.427, 0.719, 0.836], [-3.137, -1.952, -0.775], [-4.244, -1.764, -0.412], [-2.845, -2.617, -1.952], [-1.488, -2.734, -2.079], [-0.964, -3.300, -2.980], [1.741, -1.609, 1.584], [2.362, 0.019, 1.400], [3.136, -1.340, 0.565], [1.968, -0.315, -1.132], [0.563, 0.075, -0.206], [0.970, -2.082, -1.959], [-0.372, 1.934, -2.425], [-0.793, 1.293, -3.341], [-0.029, 0.414, -4.032], [-0.776, -0.143, -5.132], [-2.242, 0.031, -4.748], [-2.199, 1.312, -3.915], [-0.516, 0.413, -6.035], [-0.476, -1.180, -5.255], [-2.903, 0.076, -5.610], [-2.561, -0.807, -4.125], [-2.301, 2.211, -4.526], [-2.933, 1.342, -3.114], [3.556, 1.706, 2.524], [2.781, 1.756, 3.433], [1.595, 1.101, 3.423], [0.833, 1.419, 4.601], [1.858, 1.895, 5.625], [2.914, 2.537, 4.728], [0.115, 2.200, 4.341], [0.291, 0.526, 4.900], [1.431, 2.565, 6.368], [2.286, 1.038, 6.146], [2.696, 3.585, 4.513], [3.928, 2.459, 5.110]],
  "lowdin_charge": [-0.07, -0.16, -0.25, 0.03, 0.02, -0.07, 0.65, -0.20, -0.20, -0.11, -0.39, 0.21, 0.16, -0.39, 0.20, 0.06, 0.04, 0.08, 0.12, 0.09, 0.15, 0.12, -0.49, 0.02, -0.14, -0.14, -0.07, 0.13, 0.12, 0.12, 0.10, 0.13, 0.12, 0.12, -0.48, 0.00, -0.15, -0.15, -0.07, 0.13, 0.13, 0.11, 0.12, 0.13, 0.12],
  "smiles": "CC[C@@H](F)C1=C(S(=O)(=O)F)C(=O)OC1=O.O=C1CCCO1.O=C1CCCO1",
  "total_energy_ev": -50544.2310,
  "total_charge": 0
}

Record 7
{
  "formula": "C5H8N2S",
  "method": "wB97M-V/def2-TZVPD",
  "species": ["C", "C", "C", "C", "C", "H", "H", "H", "H", "H", "H", "H", "H", "N", "N", "S"],
  "coordinates": [[-0.036, 1.046, -0.149], [0.052, -0.307, 0.166], [-1.096, -1.018, -0.055], [-2.044, -0.827, 0.905], [1.318, -1.026, -0.482], [-0.897, 2.623, -0.907], [-2.184, 1.255, -0.496], [0.966, 1.632, -0.081], [-1.282, -1.858, -0.905], [-1.652, 0.001, 1.733], [-3.137, -1.211, 0.817], [1.230, -1.941, -1.037], [4.344, 0.140, 0.893], [-1.256, 1.829, -0.325], [2.600, -0.807, -0.579], [3.075, 0.471, 0.501]],
  "lowdin_charge": [-0.13, -0.32, -0.27, -0.03, -0.24, 0.09, 0.13, 0.08, 0.16, 0.13, 0.08, 0.09, -0.15, 0.03, -0.35, 0.68],
  "smiles": "C=CC(/C=N\\S)=C\\N",
  "total_energy_ev": -19125.3657,
  "total_charge": 0,
  "relative_energy_kj_mol": 487.79
}

Record 8
{
  "formula": "C4H4N2",
  "method": "wB97M-V/def2-TZVPD",
  "species": ["C", "C", "N", "N", "C", "C", "H", "H", "H", "H"],
  "coordinates": [[0.627, 0.813, -0.227], [1.278, -0.431, 0.053], [0.684, -1.585, 0.202], [-0.618, -1.617, -0.142], [-1.258, -0.483, -0.032], [-0.659, 0.796, 0.199], [1.112, 1.675, -0.681], [2.278, -0.358, 0.454], [-2.260, -0.466, -0.433], [-1.184, 1.657, 0.608]],
  "lowdin_charge": [-0.06, -0.16, 0.00, 0.00, -0.16, -0.06, 0.11, 0.11, 0.10, 0.11],
  "smiles": "c1ccnnc1",
  "total_energy_ev": -7190.4733,
  "total_charge": 0,
  "relative_energy_kj_mol": 213.74
}

Record 9
{
  "formula": "C4H11NO2",
  "method": "wB97M-V/def2-TZVPD",
  "species": ["C", "C", "C", "O", "N", "C", "O", "H", "H", "H", "H", "H", "H", "H", "H", "H", "H", "H"],
  "coordinates": [[0.713, -0.661, 1.111], [1.021, -1.051, -0.361], [-0.317, -1.202, -1.138], [-0.143, -1.454, -2.521], [0.299, 0.648, 1.474], [-0.931, 1.292, 1.117], [-0.621, 2.395, 0.447], [-0.066, -1.422, 1.493], [1.620, -1.045, 1.725], [1.221, -2.172, -0.189], [1.774, -0.354, -0.845], [-0.943, -2.089, -0.701], [-0.878, -0.275, -0.988], [0.400, -0.775, -2.968], [0.960, 1.269, 1.865], [-1.565, 0.523, 0.573], [-1.283, 1.806, 2.200], [-0.134, 2.205, -0.268]],
  "lowdin_charge": [-0.28, -0.18, -0.30, -0.09, -0.07, -0.36, 0.00, 0.13, 0.13, 0.13, 0.13, 0.16, 0.08, 0.09, 0.10, 0.13, 0.17, 0.03],
  "smiles": "OCCCNCO",
  "total_energy_ev": -9908.9043,
  "total_charge": 0,
  "relative_energy_kj_mol": 322.03
}

Record 10
{
  "formula": "CH5N3O3",
  "method": "wB97M-V/def2-TZVPD",
  "species": ["N", "O", "N", "N", "H", "H", "H", "C", "O", "O", "H", "H"],
  "coordinates": [[-0.089, 0.675, -1.646], [0.768, 1.530, 1.401], [-0.289, 0.959, 0.705], [0.256, 0.179, -0.407], [0.421, 2.345, 1.789], [0.610, 0.409, -2.327], [-1.025, 0.412, -1.950], [-0.370, -1.006, 0.188], [0.449, -2.071, 0.366], [-0.693, -0.270, 1.352], [1.229, -1.792, 0.868], [-1.267, -1.369, -0.338]],
  "lowdin_charge": [0.06, 0.00, -0.11, -0.13, 0.10, 0.09, 0.09, -0.45, 0.07, 0.00, 0.12, 0.16],
  "smiles": "NN1[C@@H](O)ON1O",
  "total_energy_ev": -11726.0326,
  "total_charge": 0,
  "relative_energy_kj_mol": 260.57
}

Record 11
{
  "formula": "H12IO6",
  "method": "wB97M-V/def2-TZVPD",
  "species": ["I", "O", "H", "H", "O", "H", "H", "O", "H", "H", "O", "H", "H", "O", "H", "H", "O", "H", "H"],
  "coordinates": [[-0.359, 0.231, 0.009], [-0.806, 0.362, 2.783], [-0.081, 0.047, 3.322], [-0.526, 0.194, 1.883], [1.794, 1.383, 1.091], [1.254, 2.132, 1.345], [1.202, 0.817, 0.595], [-0.088, 0.924, -2.722], [-0.162, 0.371, -1.944], [-0.239, 1.813, -2.399], [2.113, -0.859, -1.060], [2.135, -0.520, -1.955], [1.236, -0.643, -0.744], [-0.343, -2.255, 1.790], [-0.300, -1.581, 1.112], [0.570, -2.403, 2.038], [-2.568, -0.365, -1.823], [-2.668, 0.446, -2.322], [-2.162, -0.092, -1.000]],
  "lowdin_charge": [1.35, -0.18, 0.02, -0.29, -0.20, 0.00, -0.32, -0.18, -0.23, 0.01, -0.14, 0.02, -0.22, -0.13, -0.18, 0.03, -0.17, 0.01, -0.20],
  "total_energy_ev": -20579.6527,
  "total_charge": -1,
  "relative_energy_kj_mol": 476.81
}

Record 12
{
  "formula": "C3H8FN",
  "method": "wB97M-V/def2-TZVPD",
  "species": ["C", "C", "C", "N", "F", "H", "H", "H", "H", "H", "H", "H", "H"],
  "coordinates": [[0.533, -1.015, -0.170], [-1.652, 0.805, -0.265], [0.696, 0.405, 0.034], [1.051, 0.964, 1.253], [1.218, 1.014, -1.142], [1.423, -1.492, 0.390], [-0.464, -1.363, 0.160], [0.574, -1.378, -1.180], [-1.757, 0.345, -1.267], [-1.656, 1.874, -0.236], [-1.869, 0.267, 0.598], [1.035, 1.925, 1.372], [1.653, 0.425, 1.752]],
  "lowdin_charge": [-0.08, 0.03, -0.42, 0.15, -0.04, 0.11, 0.08, 0.08, 0.02, -0.02, -0.03, 0.08, 0.05],
  "total_energy_ev": -7445.0612,
  "total_charge": 0,
  "relative_energy_kj_mol": 301.38
}

What did the third record say?
{
  "formula": "C7H13N",
  "method": "wB97M-V/def2-TZVPD",
  "species": ["C", "C", "C", "C", "C", "C", "N", "C", "H", "H", "H", "H", "H", "H", "H", "H", "H", "H", "H", "H", "H"],
  "coordinates": [[-2.058, 1.442, 0.392], [-1.014, -1.319, 0.936], [2.275, -0.177, 0.391], [-0.699, 0.970, -0.083], [-0.241, -0.284, 0.155], [1.070, -0.744, -0.309], [0.013, 1.924, -0.799], [1.173, -1.664, -1.281], [0.721, 1.513, -1.404], [-0.578, 2.583, -1.299], [-0.382, -2.161, 1.241], [-2.682, 0.643, 0.801], [-1.938, 2.207, 1.166], [-2.618, 1.881, -0.441], [-1.425, -0.896, 1.859], [-1.833, -1.720, 0.329], [2.163, -0.249, 1.478], [3.189, -0.717, 0.121], [2.427, 0.875, 0.128], [0.295, -2.080, -1.766], [2.140, -2.028, -1.616]],
  "lowdin_charge": [-0.04, -0.06, -0.06, -0.35, -0.26, -0.37, 0.09, 0.06, 0.09, 0.09, 0.08, 0.07, 0.08, 0.08, 0.07, 0.08, 0.09, 0.08, 0.07, 0.07, 0.06],
  "smiles": "C=C(C)/C(C)=C(/C)N",
  "total_energy_ev": -8959.1282,
  "total_charge": 0,
  "relative_energy_kj_mol": 77.63
}